1.
# C7H9N2O

An isolated ion of composition C7H9N2O and charge -1 (the ωB97M-V functional and the def2-TZVPD basis, OMol25).

Each line ends with the Mulliken charge.
Element x y z (Å)
H: 2.577 -2.722 0.301  0.14
C: 0.468 -0.957 0.328  -0.42
C: 1.910 -0.877 0.097  0.58
C: 2.354 0.435 -0.138  -0.48
H: 1.940 2.544 -0.321  0.36
H: 3.370 0.439 -0.481  0.37
H: -3.559 -0.255 -0.516  0.39
H: -0.052 -1.868 0.735  0.21
H: -1.962 1.222 0.502  0.36
H: -2.407 -1.523 -0.740  0.28
H: -2.152 -0.259 1.572  0.34
C: -2.543 -0.448 -0.572  -1.20
N: 0.259 1.440 -0.023  0.45
C: 1.585 1.523 -0.303  -0.47
H: -2.196 0.168 -1.344  0.37
N: 2.864 -1.810 -0.042  -0.95
C: -0.306 0.153 0.354  0.24
O: -0.391 2.599 -0.040  -0.88
C: -1.760 0.197 0.632  -0.69

Output
- LUMO: 3.850 eV
- Relative energy (zero: lowest compared OMol25 entry of this formula, charge and spin): 6.0 kcal/mol
- Total charge: -1
- Kohn-Sham gap: 6.12 eV
- SMILES: [H]/N=c1/ccn([O-])c(CC)c1

2.
# C10H11ClN3O

An isolated ion of composition C10H11ClN3O and charge +1 (the ωB97M-V functional and the def2-TZVPD basis, OMol25).

Each line ends with the Mulliken charge.
Element x y z (Å)
H: 0.654 1.357 -0.332  0.44
C: 1.808 -2.418 -2.677  -0.76
H: 1.745 -1.639 -4.777  0.32
C: -0.993 0.752 3.527  -1.19
N: -2.681 0.243 1.864  -0.57
C: 0.795 -0.469 -3.445  -0.41
H: 0.132 0.580 3.416  0.32
C: 0.178 -0.552 0.183  0.41
Cl: -1.297 0.665 -2.272  -0.14
C: 1.629 -1.532 -3.679  -0.24
N: 0.045 0.851 0.351  -0.10
H: 0.486 3.022 1.098  0.21
H: 2.373 -3.294 -2.860  0.42
H: -0.832 3.222 2.370  0.32
C: 0.120 -0.317 -2.277  0.52
C: 1.442 -2.122 -1.421  -0.42
C: 0.615 -0.944 -1.127  0.00
C: -1.582 0.728 2.122  0.56
N: -0.391 2.766 1.501  -0.38
H: -1.339 -0.118 4.122  0.36
H: -3.281 -0.175 2.529  0.29
H: -1.151 1.598 4.199  0.34
H: 0.417 0.121 -4.340  0.29
C: -0.691 1.470 1.204  0.43
O: 0.149 -1.249 1.194  -0.55
H: 1.650 -2.546 -0.473  0.53

Output
- LUMO: -4.550 eV
- Relative energy (zero: lowest compared OMol25 entry of this formula, charge and spin): 0.0 kcal/mol
- Total charge: +1
- Kohn-Sham gap: 8.40 eV
- SMILES: [H]/N=C(\C)C(=[NH2+])NC(=O)c1ccccc1Cl

3.
# C4H34NO13

A 14-piece molecular cluster, C4H34NO13 overall (the ωB97M-V functional and the def2-TZVPD basis, OMol25).

Each line ends with the Mulliken charge.
Element x y z (Å)
C: 0.570 -0.423 2.374  1.27
O: -1.372 2.367 -1.323  -0.62
H: 0.698 4.402 0.651  0.30
H: 1.632 -1.845 -1.885  0.44
H: 2.194 -1.584 3.064  0.44
H: -1.481 1.182 3.225  0.39
H: -5.244 0.622 0.296  0.29
O: 1.780 2.847 -2.405  -0.61
H: -3.185 -3.130 1.714  0.24
H: 2.576 0.071 3.160  0.26
O: 2.446 -1.297 -1.863  -0.68
H: 3.035 0.750 0.340  0.37
O: -1.725 -0.604 -3.715  -0.55
O: 0.336 -2.979 -1.505  -0.68
H: 0.676 1.297 1.283  -0.17
H: -1.346 -0.852 3.104  0.11
O: 0.939 3.516 0.957  -0.62
H: 0.067 -3.663 -2.132  0.28
H: -2.851 0.128 0.741  0.13
O: -3.712 0.273 -1.861  -0.57
H: 0.835 2.926 -2.236  0.32
O: 2.638 -3.603 -0.518  -0.71
H: -3.730 -0.299 -1.088  0.25
C: -0.297 -1.193 3.088  -1.31
O: -4.573 0.492 0.973  -0.65
H: -0.915 2.478 1.864  0.38
H: 1.990 3.163 -3.291  0.27
O: -1.950 0.161 0.418  0.04
O: 4.818 0.758 0.198  -0.67
H: -1.654 -0.525 -0.177  0.09
H: 2.002 0.457 -0.763  0.10
H: -0.186 -2.185 3.483  0.27
C: -0.896 1.576 2.425  -1.03
O: -2.821 -2.446 1.159  -0.51
H: 2.414 -0.714 -2.627  0.27
H: 2.603 -0.971 1.613  0.03
H: -2.689 -2.621 0.230  0.26
H: 4.941 1.399 -0.542  0.33
H: 1.103 3.004 0.150  0.24
H: 3.025 -2.737 -0.362  0.35
H: 2.595 -4.217 0.218  0.32
H: 5.037 1.341 0.935  0.32
H: -1.027 0.036 -3.947  0.29
H: 1.224 -3.347 -1.174  0.39
H: -0.802 1.611 -1.144  0.28
H: -2.229 2.036 -1.033  0.26
H: -3.884 -0.028 -2.759  0.25
H: -1.841 -1.217 -4.446  0.28
C: 2.068 -0.657 2.516  -1.16
O: 2.068 0.615 0.187  -0.41
H: -4.563 1.312 1.477  0.29
N: 0.042 0.753 1.921  0.53

Output
- LUMO (spin up / spin down): 0.059 / 0.058 eV
- 2S+1: 2
- Relative energy (zero: lowest compared OMol25 entry of this formula, charge and spin): 0.0 kcal/mol
- <S²>: 0.763
- Kohn-Sham gap (spin up / spin down): 4.46 / 7.00 eV

4.
# C21H23BFNO2OsSi

C21H23BFNO2OsSi as an isolated structure (the ωB97M-V functional and the def2-TZVPD basis, OMol25).

Each line ends with the Mulliken charge.
Element x y z (Å)
N: -0.113 0.871 -0.913  0.85
C: -2.415 1.131 -0.214  0.54
C: 0.601 3.419 2.209  -0.47
C: -4.232 1.025 -1.723  -0.43
H: -0.733 -6.525 0.174  0.44
H: 0.312 1.548 -4.307  0.39
C: -0.541 -5.452 2.050  -0.42
C: -0.234 2.606 2.987  -0.35
H: -3.696 0.668 -3.770  0.46
C: -3.332 0.801 -2.761  -1.01
C: -0.111 -3.167 1.884  0.88
H: -0.443 0.721 4.004  0.51
C: 0.204 1.352 3.410  -0.52
O: 0.101 -2.072 -0.070  -0.32
C: -0.348 -4.471 -0.208  -1.00
C: 0.948 0.774 -3.879  -1.36
C: -1.975 0.747 -2.520  -0.57
C: -0.323 -4.267 2.706  -1.06
C: 1.507 0.909 3.094  -0.55
O: 0.128 -1.913 2.222  -0.43
H: -1.230 2.940 3.240  0.46
H: 1.134 3.455 -1.574  0.37
H: -4.432 1.379 0.406  0.50
H: 1.877 -0.023 3.495  0.62
H: 3.469 -0.074 -2.095  0.45
H: -0.312 -4.188 3.783  0.55
C: 1.892 2.999 1.893  -0.49
Si: 1.307 1.020 -2.080  0.24
C: 1.939 2.744 -1.768  -0.96
F: -1.952 1.318 1.056  -0.16
H: -5.294 1.070 -1.920  0.42
H: -0.711 -6.353 2.624  0.45
Os: 0.625 0.851 0.931  -0.53
C: 2.551 -0.248 -1.527  -0.80
H: 0.254 4.387 1.875  0.47
H: -1.303 0.562 -3.339  0.25
H: 1.918 0.841 -4.380  0.42
H: 3.357 1.425 2.112  0.50
C: -0.553 -5.553 0.612  -0.46
C: -1.457 0.912 -1.219  0.77
H: -0.357 -4.543 -1.286  0.55
H: 2.550 3.641 1.324  0.60
H: 2.480 3.099 -2.648  0.45
H: 2.212 -1.263 -1.734  0.27
H: 2.640 2.765 -0.932  0.23
C: -3.765 1.194 -0.425  -0.86
B: 0.280 -1.136 1.009  1.15
C: -0.126 -3.268 0.447  0.70
C: 2.342 1.738 2.325  -0.41
H: 0.536 -0.208 -4.114  0.42
H: 2.822 -0.189 -0.467  0.25

Output
- LUMO (spin up / spin down): -5.752 / -9.279 eV
- 2S+1: 5
- Total charge: +2
- <S²>: 6.061
- Kohn-Sham gap (spin up / spin down): 8.15 / 5.26 eV